{"formula": "C4H9FNO", "method": "ωB97M-V with the def2-TZVPD basis set", "species": ["C", "C", "C", "C", "N", "O", "F", "H", "H", "H", "H", "H", "H", "H", "H", "H"], "xyz": [[0.762, 0.267, -0.998], [-0.492, -0.571, -0.617], [0.748, 1.264, 0.165], [-1.486, 0.402, 0.044], [-0.024, -1.526, 0.460], [1.308, 0.921, 1.365], [-2.135, 1.231, -0.776], [1.692, -0.357, -1.027], [0.523, 0.868, -1.901], [-0.891, -1.189, -1.455], [0.883, 2.403, -0.024], [-2.175, -0.137, 0.687], [0.191, -2.499, 0.081], [-0.951, -1.553, 1.116], [0.749, -1.306, 1.065], [1.300, 1.783, 1.817]], "forces_ev_per_a": [[-1.032, 0.160, 0.790], [1.393, 0.519, -1.541], [-0.775, 1.483, 0.146], [2.334, 0.007, -0.146], [-3.964, -2.157, 1.099], [-0.223, 0.578, -0.834], [0.048, -0.141, -0.381], [-0.603, 0.736, -0.483], [0.579, -0.716, 0.339], [0.167, 0.185, 0.587], [-0.619, -2.082, -0.093], [-0.351, 0.292, 0.564], [-0.677, 1.458, 0.526], [2.855, -0.656, -1.425], [0.518, 1.031, 0.231], [0.349, -0.697, 0.622]], "total_charge": 1, "relative_energy_ev": 3.753, "orbital_gap_ev": [8.91, 8.00], "energy_ha": -387.26933}

---

{"formula": "C5H11NO", "method": "ωB97M-V with the def2-TZVPD basis set", "species": ["C", "C", "C", "N", "C", "C", "O", "H", "H", "H", "H", "H", "H", "H", "H", "H", "H", "H"], "xyz": [[-2.226, -0.834, -0.231], [-1.119, 0.044, -0.756], [-0.968, 1.460, -0.331], [-0.077, 0.442, 0.187], [1.291, 0.453, -0.246], [2.064, -0.565, 0.413], [1.496, -1.510, 1.138], [-1.902, -1.880, -0.167], [-3.105, -0.795, -0.884], [-2.529, -0.509, 0.770], [-0.771, -0.188, -1.765], [-1.676, 1.898, 0.371], [-0.548, 2.161, -1.053], [1.530, 0.668, -1.289], [2.151, 0.808, 0.866], [3.055, -0.801, 0.039], [2.761, 0.352, 1.676], [0.572, -1.205, 1.264]], "forces_ev_per_a": [[-0.026, -0.010, 0.031], [-0.131, -0.134, -0.132], [-0.098, 0.238, -0.036], [0.145, -0.018, 0.076], [-0.107, -0.250, -0.314], [0.170, 0.186, -0.184], [-0.187, 0.053, 0.057], [-0.034, 0.143, -0.024], [0.124, 0.009, 0.076], [0.062, -0.030, -0.141], [-0.020, 0.051, 0.165], [0.113, -0.109, -0.075], [-0.031, -0.113, 0.129], [-0.017, -0.019, 0.113], [0.195, -0.015, 0.231], [-0.156, 0.056, 0.079], [-0.113, 0.049, -0.068], [0.109, -0.084, 0.016]], "relative_energy_ev": 6.900, "orbital_gap_ev": 8.08, "energy_ha": -326.87778}

---

{"formula": "C5H10NO2", "method": "ωB97M-V with the def2-TZVPD basis set", "species": ["O", "C", "C", "C", "C", "N", "C", "O", "H", "H", "H", "H", "H", "H", "H", "H", "H", "H"], "xyz": [[1.267, -0.934, -2.192], [1.212, 0.245, -1.468], [0.071, 0.370, -0.397], [0.235, -0.684, 0.770], [-0.201, -2.023, 0.272], [0.143, 1.788, 0.085], [-0.979, 1.986, 0.842], [-1.805, 1.098, 1.723], [1.118, 1.093, -2.177], [-0.728, 0.262, -1.173], [-0.099, -0.148, 1.655], [1.315, -0.574, 0.867], [0.157, -2.101, -0.776], [-1.276, -2.206, 0.325], [0.305, -2.803, 0.866], [2.154, 0.369, -0.977], [-1.942, 1.240, 0.530], [-0.949, 3.019, 1.223]], "forces_ev_per_a": [[-0.662, 0.557, 0.778], [-0.081, -1.801, -1.496], [1.780, -0.164, -1.648], [0.834, 2.950, -1.735], [0.420, -1.067, 0.361], [-5.970, -1.585, 1.806], [6.564, 2.710, 1.616], [0.375, 1.615, -5.278], [-0.297, 0.497, 0.323], [-0.550, -0.136, 1.353], [-0.704, -1.204, 0.292], [0.411, -0.874, 0.085], [-0.159, 0.038, 0.419], [-0.062, 0.191, 0.020], [-0.277, -0.028, -0.188], [1.207, 0.615, 1.099], [-1.897, -2.029, 2.213], [-0.931, -0.288, -0.018]], "total_charge": -1, "relative_energy_ev": 7.308, "orbital_gap_ev": 5.20, "energy_ha": -401.55824}

---

{"formula": "C9H10BrF", "method": "ωB97M-V with the def2-TZVPD basis set", "species": ["C", "C", "C", "C", "C", "C", "C", "C", "C", "F", "Br", "H", "H", "H", "H", "H", "H", "H", "H", "H", "H"], "xyz": [[2.664, -1.270, -0.169], [2.354, -0.190, -1.012], [1.757, -1.838, 0.661], [1.107, 0.291, -0.885], [0.603, -1.158, 0.893], [0.214, -0.017, 0.143], [-1.191, 2.071, 0.127], [-1.120, 0.584, 0.529], [-2.251, -0.284, -0.283], [-1.902, -1.557, -0.419], [-4.061, -0.353, 0.586], [3.569, -1.638, -0.353], [3.021, 0.198, -1.781], [2.066, -2.598, 1.404], [0.724, 1.218, -1.489], [-0.212, -1.639, 1.501], [-0.926, 2.328, -0.978], [-2.158, 2.599, 0.426], [-0.480, 2.792, 0.745], [-1.280, 0.276, 1.659], [-2.498, 0.184, -1.306]], "forces_ev_per_a": [[-1.409, 1.994, -1.837], [0.572, -1.469, 0.293], [0.893, -0.262, 2.196], [-3.642, 4.975, -0.656], [-3.240, 0.179, -0.111], [1.238, -2.631, 1.015], [0.160, 2.947, 0.991], [-1.076, -1.139, -0.243], [-0.447, 2.498, -0.477], [0.419, -0.806, -0.215], [0.759, 0.397, -0.051], [3.736, -1.902, -0.103], [-0.030, -0.255, 0.368], [-0.293, 0.028, -0.960], [1.191, -1.831, 0.637], [1.156, 0.704, -0.054], [-0.749, -0.857, 1.897], [0.782, -1.151, -0.841], [-0.835, -1.984, -1.112], [0.190, 1.305, -2.213], [0.622, -0.740, 1.476]], "relative_energy_ev": 0.512, "smiles": "C[C@H](c1ccccc1)[C@@H](F)Br", "orbital_gap_ev": 9.92, "energy_ha": -3022.76045}

---

{"formula": "C42H38BBr2F3NO6TeTi", "method": "ωB97M-V with the def2-TZVPD basis set", "species": ["Ti", "Br", "C", "Br", "H", "H", "C", "C", "C", "C", "C", "O", "C", "C", "C", "C", "C", "C", "C", "O", "C", "C", "C", "N", "C", "C", "Te", "C", "C", "C", "C", "C", "C", "C", "C", "C", "C", "C", "C", "H", "H", "H", "H", "H", "H", "H", "H", "H", "H", "H", "H", "H", "H", "H", "H", "H", "H", "H", "H", "H", "H", "H", "H", "C", "C", "C", "C", "C", "C", "C", "C", "O", "B", "O", "C", "C", "H", "H", "H", "H", "H", "H", "H", "H", "H", "H", "H", "H", "F", "C", "F", "F", "C", "O", "O"], "xyz": [[-1.120, -0.899, 0.889], [-0.480, 2.404, 2.424], [-1.771, 0.973, 2.047], [-2.541, -2.328, 2.514], [-2.729, 1.401, 2.331], [-1.545, 0.161, 2.732], [6.179, -1.170, 1.124], [4.697, -1.136, 1.387], [4.167, -1.440, 2.633], [2.800, -1.433, 2.889], [2.333, -1.716, 4.280], [2.906, -1.225, 5.235], [1.201, -2.668, 4.487], [0.973, -3.709, 3.595], [-0.030, -4.633, 3.826], [-0.825, -4.510, 4.957], [-0.605, -3.473, 5.852], [0.411, -2.559, 5.625], [1.885, -1.069, 1.874], [0.608, -0.966, 2.098], [2.439, -0.738, 0.604], [3.805, -0.762, 0.384], [1.421, -0.178, -0.313], [0.470, -0.884, -0.821], [0.695, -2.325, -1.080], [0.496, -3.303, 0.065], [0.897, -5.303, -0.581], [2.983, -4.954, -0.624], [3.708, -4.841, 0.559], [5.070, -4.582, 0.526], [5.726, -4.457, -0.691], [5.012, -4.574, -1.874], [3.644, -4.815, -1.842], [1.426, 1.292, -0.517], [0.725, 1.845, -1.590], [0.728, 3.213, -1.801], [1.461, 4.044, -0.961], [2.193, 3.499, 0.084], [2.175, 2.132, 0.306], [6.726, -1.469, 2.019], [6.554, -0.191, 0.817], [6.422, -1.878, 0.329], [4.830, -1.691, 3.455], [1.598, -3.792, 2.715], [-0.206, -5.426, 3.110], [-1.633, -5.210, 5.127], [-1.239, -3.368, 6.724], [0.599, -1.748, 6.317], [4.187, -0.467, -0.589], [1.708, -2.426, -1.483], [-0.010, -2.577, -1.873], [-0.525, -3.336, 0.456], [1.186, -3.118, 0.878], [3.210, -4.962, 1.514], [5.618, -4.481, 1.455], [6.792, -4.267, -0.716], [5.517, -4.471, -2.827], [3.085, -4.886, -2.767], [0.177, 1.178, -2.240], [0.162, 3.632, -2.623], [1.464, 5.114, -1.125], [2.763, 4.142, 0.742], [2.720, 1.711, 1.142], [-3.732, 6.767, -2.451], [-4.377, 5.540, -3.111], [-5.872, 5.503, -2.765], [-4.239, 5.691, -4.626], [-3.710, 4.265, -2.589], [-3.145, 3.317, -3.442], [-2.549, 2.145, -2.974], [-2.540, 1.963, -1.616], [-2.013, 0.929, -0.888], [-2.246, 1.211, 0.448], [-2.940, 2.443, 0.527], [-3.102, 2.884, -0.754], [-3.690, 4.039, -1.205], [-4.184, 7.684, -2.837], [-2.661, 6.797, -2.658], [-3.864, 6.759, -1.368], [-6.367, 6.410, -3.123], [-6.030, 5.433, -1.689], [-6.352, 4.641, -3.231], [-4.695, 6.632, -4.938], [-4.743, 4.884, -5.159], [-3.192, 5.708, -4.934], [-3.163, 3.479, -4.510], [-2.123, 1.410, -3.645], [-4.121, 4.740, -0.503], [-4.599, -0.581, -2.369], [-4.472, -1.355, -1.267], [-5.551, -2.148, -1.215], [-4.540, -0.525, -0.208], [-3.143, -2.170, -1.344], [-3.132, -3.110, -2.115], [-2.209, -1.708, -0.631]], "forces_ev_per_a": [[0.409, -2.003, -0.582], [0.126, 0.032, 0.166], [-0.638, 1.254, -0.671], [0.040, 0.210, -0.019], [0.104, -0.226, 0.803], [-0.027, -0.172, -0.217], [-0.026, -0.001, 0.006], [0.037, 0.005, 0.020], [0.012, -0.020, -0.042], [-0.049, 0.039, -0.049], [0.026, -0.038, 0.035], [-0.003, 0.003, -0.028], [-0.014, -0.042, 0.029], [0.072, 0.042, -0.038], [-0.018, -0.005, 0.057], [0.015, -0.014, -0.028], [0.008, 0.018, 0.010], [-0.015, 0.008, -0.001], [-0.039, 0.023, 0.109], [-0.302, 0.238, -0.235], [0.086, 0.000, 0.093], [-0.067, -0.014, -0.013], [-0.011, -0.109, 0.088], [0.175, 0.125, -0.183], [-0.052, 0.119, -0.162], [0.013, -0.006, -0.024], [0.042, 0.019, 0.054], [-0.034, -0.048, -0.058], [0.002, 0.000, 0.032], [0.002, -0.011, 0.005], [-0.007, -0.005, 0.000], [0.014, 0.011, 0.000], [0.014, 0.020, 0.017], [0.053, 0.085, -0.045], [-0.033, -0.051, 0.040], [0.004, 0.039, -0.013], [-0.004, -0.031, -0.004], [-0.001, 0.018, 0.013], [0.007, -0.049, 0.006], [0.000, 0.001, 0.002], [0.004, 0.001, 0.001], [0.015, 0.001, -0.002], [0.006, -0.001, 0.000], [0.005, -0.031, 0.002], [0.000, -0.004, 0.015], [-0.001, 0.003, -0.002], [0.001, -0.006, 0.000], [0.005, 0.000, -0.001], [-0.005, 0.004, 0.000], [0.018, -0.107, 0.098], [-0.003, -0.017, 0.024], [0.001, 0.026, -0.023], [-0.037, -0.026, 0.027], [-0.012, 0.025, -0.011], [0.000, 0.005, 0.000], [-0.001, 0.007, -0.001], [-0.001, -0.001, -0.002], [-0.003, -0.009, 0.001], [0.000, 0.002, -0.001], [-0.011, -0.005, 0.001], [-0.002, 0.001, -0.003], [0.001, 0.000, -0.004], [0.002, 0.007, -0.001], [0.009, -0.012, -0.011], [0.007, 0.005, -0.003], [0.004, 0.004, -0.003], [-0.004, -0.002, 0.010], [-0.007, -0.010, 0.007], [0.004, 0.027, -0.014], [-0.010, -0.034, 0.026], [0.021, -0.028, -0.094], [0.305, -0.178, 0.081], [0.163, 1.152, 0.811], [-0.395, -0.130, -0.314], [-0.020, -0.017, 0.105], [-0.010, -0.013, -0.036], [-0.006, 0.001, 0.006], [0.001, 0.008, -0.002], [0.007, 0.003, 0.002], [-0.003, 0.001, 0.000], [0.002, 0.003, 0.004], [-0.003, 0.002, 0.002], [-0.008, -0.004, -0.004], [0.008, -0.003, -0.004], [0.000, 0.006, -0.002], [-0.004, 0.003, 0.001], [-0.010, 0.005, -0.007], [0.000, -0.006, 0.009], [0.009, 0.001, -0.002], [-0.042, -0.028, 0.031], [0.051, 0.032, -0.011], [0.007, -0.013, -0.017], [-0.100, 0.056, -0.039], [-0.006, 0.022, 0.044], [0.129, -0.188, 0.135]], "total_charge": -1, "s2": 2.006, "orbital_gap_ev": [6.28, 7.59], "multiplicity": 3, "energy_ha": -8719.71754}

---

{"formula": "C5H7NO2", "method": "ωB97M-V with the def2-TZVPD basis set", "species": ["C", "C", "C", "C", "C", "N", "O", "O", "H", "H", "H", "H", "H", "H", "H"], "xyz": [[1.157, -1.365, 0.693], [-1.120, 1.614, 0.242], [-1.672, -0.816, 0.122], [0.605, -0.301, -0.151], [-0.771, 0.155, 0.065], [1.375, 0.389, -1.029], [0.355, -2.040, -0.234], [-2.603, -1.510, 0.127], [0.926, 0.777, -1.845], [2.319, 0.067, -1.179], [0.832, -1.401, 1.737], [2.234, -1.544, 0.589], [-0.560, 2.056, 1.070], [-0.894, 2.189, -0.660], [-2.183, 1.729, 0.451]], "forces_ev_per_a": [[0.109, 0.364, 0.060], [-0.039, -0.064, -0.018], [-0.673, 0.084, -0.213], [-0.029, -1.263, 0.360], [0.035, 0.046, 0.081], [0.002, -0.153, -0.198], [0.169, 0.959, -0.342], [0.550, 0.170, 0.124], [0.014, -0.119, 0.057], [-0.093, 0.040, 0.060], [0.041, -0.032, -0.058], [-0.053, -0.024, 0.061], [-0.031, -0.013, -0.022], [-0.028, -0.012, 0.054], [0.026, 0.017, -0.006]], "relative_energy_ev": 2.455, "smiles": "CC(=C=O)[C@@]1(N)CO1", "orbital_gap_ev": 9.13, "energy_ha": -399.87536}